DFT (ωB97M-V/def2-TZVPD) results for an isolated molecule of C4H7NO2 in a non-equilibrium geometry.

Properties
Frontier orbital gap (alpha / beta) in eV: 7.2 / 7.7
Highest occupied orbital energy (alpha / beta) in eV: -6.4 / -7.1
E_tot in Ha: -361.706936
LUMO level (alpha / beta) in eV: 0.82 / 0.69

Structure (ORCA input):
```
! wB97M-V def2-TZVPD RIJCOSX def2/J DEFGRID3
* xyz 0 1
C -0.150 1.442 0.044
C 2.038 1.120 -0.551
C -0.705 0.136 0.179
N -0.770 -2.267 0.139
C -0.079 -1.067 0.126
O 1.089 1.870 -0.037
O -2.092 0.090 0.359
H -2.424 0.980 0.512
H -0.820 2.279 0.212
H -0.257 -3.100 0.381
H -1.729 -2.176 0.443
H 3.009 1.584 -0.573
H 1.912 0.267 -1.191
H 0.980 -1.159 -0.042
*
```